# C2H4N2OS

An isolated molecule of C2H4N2OS at a distorted geometry (ωB97M-V/def2-TZVPD, OMol25).

XYZ file:
```
10
Properties=species:S:1:pos:R:3:mulliken_charge:R:1
S 1.7742 0.0801 0.0740 -0.05
O -0.3640 -0.0262 -1.2306 -0.29
N 0.5078 -0.9710 -0.6055 0.02
N -0.1260 -1.6513 0.3273 -0.35
C -0.4973 1.1310 -0.4365 -0.36
C 0.5904 1.3521 0.3283 -0.03
H 0.8822 2.0385 1.1563 0.33
H -0.3998 -2.4440 -0.0868 0.21
H -0.9352 -1.3373 0.8951 0.24
H -1.4323 1.8281 -0.4214 0.28
```

- LUMO level (eV) = 0.9018
- highest occupied orbital energy (eV) = -8.41
- frontier orbital gap (eV) = 9.31
- energy (eV) = -17997.390
- molar mass (g/mol) = 104.1
- ΔE to the lowest compared entry with this formula, charge and spin (kJ/mol) = 508.4